(1)
{
  "formula": "C10H18O2S",
  "method": "ωB97M-V with the def2-TZVPD basis set",
  "species": ["C", "C", "C", "C", "C", "C", "C", "S", "C", "O", "C", "O", "C", "H", "H", "H", "H", "H", "H", "H", "H", "H", "H", "H", "H", "H", "H", "H", "H", "H", "H"],
  "xyz": [[4.82362, 0.98183, 0.36574], [3.78404, -0.13946, 0.43578], [2.38528, 0.41084, 0.16786], [1.31962, -0.67681, -0.01323], [-0.08438, -0.09271, 0.21249], [-1.19687, -0.89369, -0.46222], [-2.46528, -0.05946, -0.73132], [-2.28189, 0.79278, -2.34585], [-2.83089, 0.89884, 0.38768], [-3.25283, 0.02603, 1.43464], [-3.83872, -1.07801, 0.85478], [-4.28799, -1.97979, 1.52310], [-3.73659, -0.91354, -0.65029], [5.82295, 0.62853, 0.60074], [4.56792, 1.74976, 1.09376], [4.80007, 1.42245, -0.62604], [3.79451, -0.58618, 1.42601], [4.01270, -0.88306, -0.32595], [2.37963, 1.08964, -0.68316], [2.08646, 0.98907, 1.04609], [1.38386, -1.11255, -1.00681], [1.51946, -1.43466, 0.74227], [-0.06897, 0.91558, -0.20134], [-0.27388, -0.06172, 1.28121], [-1.46811, -1.72949, 0.18639], [-0.84932, -1.32671, -1.39330], [-1.95202, 2.01571, -1.90962], [-2.08147, 1.61909, 0.69225], [-3.68064, 1.50154, 0.05397], [-4.55741, -0.25036, -0.92525], [-3.77288, -1.82352, -1.23038]],
  "charge": 0,
  "largest_force_ev_per_a": 1.6,
  "de_lowest_kcal_mol": 0.0,
  "gap_ev": 10.15
}

***

(2)
{
  "formula": "C6H5O6Rh",
  "method": "ωB97M-V with the def2-TZVPD basis set",
  "species": ["O", "C", "Rh", "C", "O", "C", "O", "C", "O", "C", "O", "H", "C", "O", "H", "H", "H", "H"],
  "xyz": [[1.94202, -1.27211, 1.03119], [2.09026, -0.65853, 0.04674], [0.49859, 0.97065, -1.29323], [-1.46615, 1.18863, -1.28997], [-2.61942, 1.26064, -1.29673], [0.57944, 2.42122, -2.63597], [0.73035, 3.26881, -3.40101], [0.24465, -0.73087, -2.17385], [-0.00430, -1.75897, -2.64610], [0.54274, 1.86245, 0.44358], [0.52564, 2.37511, 1.48078], [3.00821, -0.50683, -0.58236], [-0.89079, -1.33163, 2.39370], [-1.26645, -1.05352, 1.03722], [-0.58248, -0.37152, 2.81907], [-0.05108, -2.03913, 2.45649], [-1.74132, -1.72312, 2.97398], [-1.53989, -1.90127, 0.63645]],
  "s_squared": 6.014,
  "charge": 2,
  "largest_force_ev_per_a": 6.9,
  "spin_multiplicity": 5,
  "de_lowest_kcal_mol": 1.6,
  "gap_ev": [7.71, 4.64]
}

***

(3)
{
  "formula": "C55H31F17GeN4PdS4",
  "method": "ωB97M-V with the def2-TZVPD basis set",
  "species": ["Pd", "N", "S", "N", "S", "N", "S", "N", "C", "C", "C", "C", "C", "C", "C", "C", "C", "C", "C", "C", "C", "C", "C", "C", "C", "C", "C", "C", "C", "C", "C", "C", "C", "C", "C", "C", "C", "C", "C", "C", "C", "C", "C", "C", "H", "H", "H", "H", "H", "H", "H", "H", "H", "H", "H", "H", "H", "H", "H", "H", "H", "H", "H", "H", "H", "H", "H", "H", "H", "H", "H", "H", "H", "H", "F", "C", "C", "C", "F", "C", "F", "C", "F", "C", "F", "Ge", "S", "C", "C", "F", "C", "F", "C", "F", "C", "F", "C", "F", "C", "C", "F", "C", "F", "C", "F", "C", "F", "C", "F", "F", "C", "F", "H"],
  "xyz": [[0.55290, -0.41480, -0.26341], [-0.84952, -0.23596, 1.49079], [-1.30786, 0.96941, 2.14624], [-0.20341, 1.84378, 3.04567], [0.54559, 3.14954, 2.83727], [1.32185, 3.53610, 1.57533], [2.10265, 2.42437, 0.59448], [1.30547, 1.73186, -0.39163], [3.08861, 1.49863, 1.78252], [4.27404, 2.02614, 2.29698], [5.00591, 1.28095, 3.20764], [4.55619, 0.02594, 3.60570], [3.37129, -0.48314, 3.10081], [2.63064, 0.25409, 2.18584], [3.30070, 3.54039, -0.10928], [3.51857, 4.83652, 0.33481], [4.42819, 5.63544, -0.34484], [5.10742, 5.13370, -1.44667], [4.88118, 3.83283, -1.87878], [3.96995, 3.02768, -1.21308], [-0.48218, 4.57552, 3.08256], [-1.19231, 4.65008, 4.27187], [-2.02500, 5.73538, 4.48581], [-2.13186, 6.72793, 3.51850], [-1.41382, 6.63818, 2.33696], [-0.57621, 5.55249, 2.10759], [1.63435, 3.17369, 4.24398], [1.69475, 2.10568, 5.12068], [2.60424, 2.16259, 6.17088], [3.41923, 3.27183, 6.32923], [3.34550, 4.33551, 5.43614], [2.45175, 4.28900, 4.38104], [-2.47380, 0.58255, 3.44395], [-2.35609, 1.02187, 4.75328], [-3.26572, 0.57165, 5.70314], [-4.27543, -0.30464, 5.33547], [-4.37005, -0.75378, 4.02354], [-3.46538, -0.31665, 3.07032], [-2.17719, 2.23408, 1.21981], [-1.90804, 2.33955, -0.13594], [-2.52567, 3.35109, -0.86075], [-3.41089, 4.21820, -0.23813], [-3.69666, 4.08172, 1.11645], [-3.07468, 3.09018, 1.85699], [4.62956, 2.99619, 1.97751], [5.93562, 1.67614, 3.59783], [5.13765, -0.55684, 4.31048], [3.00997, -1.45745, 3.40549], [1.69853, -0.15863, 1.82464], [2.97750, 5.21265, 1.19126], [4.60184, 6.65231, -0.01656], [5.81318, 5.76161, -1.97545], [5.40556, 3.44733, -2.74364], [3.75665, 2.01849, -1.54439], [-1.09576, 3.87004, 5.01741], [-2.59059, 5.80683, 5.40557], [-2.77883, 7.57872, 3.69195], [-1.50839, 7.40821, 1.58240], [-0.01574, 5.44475, 1.18926], [1.05931, 1.24482, 4.96094], [2.67788, 1.32963, 6.85802], [4.12124, 3.30994, 7.15267], [3.99040, 5.19582, 5.55910], [2.38813, 5.10080, 3.66551], [-1.55446, 1.69289, 5.02423], [-3.17247, 0.89416, 6.73251], [-4.99088, -0.64399, 6.07354], [-5.13859, -1.46440, 3.74692], [-3.50452, -0.67581, 2.04860], [-1.21930, 1.65542, -0.60944], [-2.31133, 3.45039, -1.91720], [-3.89141, 5.00088, -0.81199], [-4.40244, 4.74808, 1.59705], [-3.29893, 2.97146, 2.90921], [1.60691, -4.50373, 3.84990], [2.77318, -4.56863, 3.18272], [2.81033, -4.57250, 1.80268], [4.06607, -4.73665, 1.23467], [4.19271, -4.82773, -0.09601], [5.22611, -4.82760, 1.97794], [6.41483, -4.97722, 1.39056], [5.14713, -4.75658, 3.35544], [6.25626, -4.80319, 4.09442], [3.91398, -4.65121, 3.96329], [3.83344, -4.62712, 5.29833], [1.35620, -4.03586, 0.55285], [2.07925, -2.27242, -0.38240], [-0.28579, -3.83822, 1.62327], [-1.40964, -4.64265, 1.56656], [-1.52871, -5.61389, 0.64978], [-2.46943, -4.49101, 2.44512], [-3.54270, -5.28297, 2.36911], [-2.41709, -3.50432, 3.40910], [-3.42671, -3.35742, 4.26958], [-1.32425, -2.66251, 3.47930], [-1.27958, -1.70815, 4.41407], [-0.29243, -2.83570, 2.58289], [0.75823, -2.01514, 2.69795], [1.11181, -5.59256, -0.63765], [1.45231, -6.88462, -0.27714], [1.87409, -7.16412, 0.96647], [1.35691, -7.95101, -1.15071], [1.69250, -9.18526, -0.76862], [0.89929, -7.73337, -2.43434], [0.80227, -8.75058, -3.28848], [0.52778, -6.46311, -2.82718], [0.06377, -6.26243, -4.06214], [0.63373, -5.42073, -1.92672], [0.21699, -4.21849, -2.34543], [-0.46839, 0.06685, -2.64015], [-0.43796, -0.99391, -1.78693], [-1.71824, -1.21601, -1.38681], [-0.05689, -1.87428, -2.29391]],
  "charge": 0,
  "largest_force_ev_per_a": 1.0,
  "de_lowest_kcal_mol": 19.7,
  "gap_ev": 6.90
}